# 1
Below is a cluster of 2 separate species, C4H11NO in total in a non-equilibrium geometry, with properties calculated with ωB97M-V with the def2-TZVPD basis set.

Last column: natural (NBO) charge in e.
Cartesian coordinates (Å):
C1 -0.526 2.649 -0.104  -0.3566
C2 -0.104 1.490 -0.652  -0.2112
C3 0.723 0.579 0.216  -0.2620
N1 0.057 -0.657 0.607  -0.6473
C4 0.900 -1.771 1.033  -0.4152
H1 -1.366 3.195 -0.521  0.2032
H2 -0.028 2.990 0.793  0.1918
H3 0.236 1.464 -1.686  0.2193
H4 1.560 0.182 -0.375  0.1845
H5 1.203 1.080 1.070  0.1621
H6 -0.657 -0.491 1.300  0.3605
H7 1.248 -1.588 2.053  0.1752
H8 0.346 -2.696 0.883  0.2091
H9 1.760 -1.903 0.374  0.1961
O1 -2.043 -1.822 -1.664  -0.9545
H10 -1.446 -1.515 -0.965  0.4840
H11 -1.863 -1.187 -2.364  0.4608

Properties
Energy above the lowest of the compared OMol25 structures with the same formula, charge and spin   263.3 kJ/mol
Gap between HOMO and LUMO   9.96 eV
Calculated total energy   -7861.825 eV
Charge   0
LUMO level   0.9 eV
Multiplicity   1
Structure (SMILES)   C=CCNC.O


# 2
Below is a structure of composition C12H27ClErNO2P2 in a non-equilibrium geometry, with properties calculated with ωB97M-V with the def2-TZVPD basis set.

Last column: natural (NBO) charge in e.
Cartesian coordinates (Å):
C1 2.506 2.073 -0.656  -0.2819
C2 1.933 0.944 -0.023  0.2245
N1 1.079 0.118 -0.766  -0.6823
C3 1.100 0.230 -2.119  0.2654
C4 1.783 1.238 -2.766  -0.3586
C5 2.485 2.183 -2.029  -0.1485
C6 2.165 0.769 1.362  -0.7965
P1 1.588 -0.650 2.303  0.8162
Er1 -0.469 -1.160 0.469  1.1221
P2 -1.228 -1.376 -2.218  0.9473
C7 0.303 -0.724 -2.988  -0.7394
O1 -0.381 4.369 1.552  -0.9348
O2 -2.555 2.035 4.014  -0.9314
H1 2.992 2.808 -0.014  0.2158
H2 1.700 1.302 -3.846  0.2081
H3 3.016 2.984 -2.535  0.2112
C8 3.159 -1.495 2.645  -0.9260
C9 1.124 0.113 3.891  -0.9178
H4 -0.051 -0.183 -3.890  0.2449
H5 0.887 -1.596 -3.359  0.2537
H6 -0.225 5.092 2.150  0.4669
H7 3.100 1.227 1.745  0.2118
C10 -1.717 -2.727 -3.303  -0.9670
C11 -2.501 -0.111 -2.583  -0.9967
H8 -2.416 -0.556 0.678  0.1616
H9 -3.403 1.567 3.883  0.4642
H10 -2.261 2.181 3.109  0.4697
H11 -0.129 4.760 0.708  0.4687
H12 -0.788 -2.358 -1.118  -0.2395
H13 -3.875 -1.202 0.104  0.2575
H14 3.648 -0.941 3.458  0.2245
H15 2.987 -2.542 2.924  0.2423
H16 3.782 -1.436 1.743  0.2502
H17 1.993 0.684 4.228  0.2251
H18 0.258 0.774 3.778  0.2447
H19 0.875 -0.675 4.608  0.2283
H20 -2.654 -0.124 -3.685  0.1932
H21 -3.456 -0.363 -2.088  0.2189
H22 -2.194 0.912 -2.293  0.2421
H23 -1.939 -2.306 -4.288  0.2332
H24 -0.911 -3.467 -3.366  0.2522
H25 -2.608 -3.181 -2.858  0.2419
Cl1 -0.209 -3.445 1.266  -0.5847
C12 -2.961 -1.526 0.602  -0.8191
H26 -2.423 -2.263 -0.030  0.2616
H27 -3.108 -1.957 1.599  0.2563

Properties
Energy above the lowest of the compared OMol25 structures with the same formula, charge and spin   120.9 kJ/mol
Gap between HOMO and LUMO (alpha / beta)   4.93 / 4.90 eV
Calculated total energy   -77186.329 eV
Charge   0
LUMO level (alpha / beta)   -0.3 / -0.3 eV
Multiplicity   4


> The lowest calculated total energy belongs to which entry?

C12H27ClErNO2P2


> Which value of energy above the lowest of the compared OMol25 structures with the same formula, charge and spin does entry 1 give?

263.3 kJ/mol


> The lowest energy above the lowest of the compared OMol25 structures with the same formula, charge and spin belongs to which entry?

C12H27ClErNO2P2